Formula: C51H53Cl3FIN4O3PPbS
Source: the Open Molecules 2025 dataset
Level of theory: ωB97M-V with the def2-TZVPD basis set

Each line ends with the Löwdin charge.
Geometry (Å):
Pb 0.095 -1.767 0.417  1.38
C 2.914 -0.868 3.420  -0.12
C 2.928 -2.413 3.431  -0.50
C 4.242 -3.142 3.919  -0.10
P 2.308 -3.138 1.783  0.97
C 2.029 -4.947 1.993  -0.58
C 1.168 -5.262 3.224  -0.12
C 1.467 -5.490 0.685  -0.12
C 3.662 -3.004 0.619  -0.38
C 4.461 -4.112 0.242  -0.07
C 5.029 -4.236 -1.047  -0.33
C 6.384 -4.932 -1.116  -0.09
C 4.630 -3.651 -2.207  -0.07
C 3.644 -2.622 -2.364  -0.01
C 3.080 -1.860 -1.315  -0.32
N 1.898 -1.261 -1.410  -0.01
C 1.039 -1.067 -2.489  -0.26
C 0.524 -2.152 -3.282  -0.18
C 0.639 -3.617 -2.932  -0.06
C -0.309 -1.760 -4.379  -0.02
C -0.845 -0.461 -4.509  -0.28
C -1.804 -0.336 -5.679  -0.06
C -0.384 0.566 -3.675  -0.03
C 0.653 0.290 -2.770  -0.18
C 1.343 1.475 -2.064  -0.04
H 3.784 -0.396 2.893  0.07
H 2.814 -0.470 4.467  0.09
H 2.034 -0.476 2.879  0.03
H 2.107 -2.659 4.117  0.08
H 4.099 -3.434 4.968  0.06
H 5.170 -2.505 3.865  0.08
H 4.480 -4.056 3.366  0.04
H 2.998 -5.442 2.188  0.09
H 0.165 -4.894 3.064  0.07
H 1.596 -4.863 4.162  0.06
H 1.083 -6.381 3.350  0.09
H 0.426 -5.172 0.539  0.07
H 1.513 -6.579 0.671  0.08
H 2.065 -5.153 -0.170  0.06
H 4.795 -4.890 0.905  0.09
H 6.741 -5.219 -0.114  0.06
H 7.142 -4.230 -1.497  0.07
H 6.446 -5.863 -1.695  0.07
H 5.045 -4.113 -3.098  0.10
H 3.253 -2.350 -3.359  0.11
H 1.059 -4.275 -3.746  0.10
H -0.319 -4.058 -2.694  0.06
H 1.261 -3.740 -2.039  0.05
H -0.712 -2.495 -5.071  0.10
H -2.727 0.110 -5.293  0.07
H -1.969 -1.294 -6.140  0.06
H -1.277 0.446 -6.303  0.09
H -0.816 1.528 -3.717  0.08
H 0.978 2.390 -2.525  0.05
H 2.458 1.446 -2.026  0.08
H 0.938 1.491 -1.022  0.06
F -1.301 -3.160 -0.456  -0.68
I -3.897 1.541 7.040  0.78
C -2.542 1.618 5.417  -0.71
C -1.601 0.622 5.231  -0.15
C -0.900 0.604 4.042  -0.05
C -1.158 1.500 3.073  -0.10
C -2.045 2.608 3.338  -0.02
C -2.768 2.583 4.462  -0.21
C -0.454 1.397 1.682  -0.61
O -0.776 2.351 0.865  -0.09
O 0.330 0.456 1.475  -0.26
H -1.398 -0.124 5.988  0.09
H -0.141 -0.236 3.886  0.13
H -2.013 3.541 2.747  0.12
H -3.413 3.469 4.616  0.09
N 3.774 -1.794 -0.090  -0.06
C 4.650 -0.708 0.292  -0.18
C 6.028 -0.905 0.595  -0.01
C 6.889 0.175 0.665  -0.11
C 6.379 1.444 0.474  -0.13
C 5.032 1.682 0.336  -0.08
C 4.170 0.590 0.260  -0.04
H 6.379 -1.966 0.565  0.12
H 7.976 -0.033 0.681  0.11
H 7.055 2.267 0.359  0.09
H 4.636 2.707 0.348  0.11
H 3.083 0.753 0.266  0.11
Cl -1.821 5.024 -6.382  0.64
C -2.536 4.819 -4.792  -0.64
C -1.779 4.693 -3.627  -0.10
C -2.421 4.311 -2.454  -0.01
C -3.834 4.133 -2.341  -0.17
C -4.393 3.475 -1.112  -0.27
C -4.943 2.090 -1.388  -0.06
N -4.204 0.972 -0.689  -0.06
C -4.835 -0.028 0.088  -0.05
C -3.784 -0.852 0.565  -0.14
N -2.605 -0.368 0.089  0.02
C -2.889 0.691 -0.692  -0.15
O -5.549 4.179 -0.533  -0.16
C -5.209 5.332 0.257  -0.15
C -5.943 5.234 1.591  -0.28
C -7.340 5.084 1.782  -0.97
Cl -8.604 4.870 0.663  0.65
S -7.696 4.905 3.487  0.96
C -6.001 5.032 3.917  -0.39
C -5.221 5.272 2.822  -0.15
C -4.600 4.298 -3.515  -0.62
Cl -6.247 3.936 -3.671  0.78
C -3.965 4.729 -4.718  -0.12
H -0.695 4.891 -3.693  0.12
H -1.840 4.238 -1.538  0.12
H -3.684 3.459 -0.294  0.14
H -4.869 1.913 -2.491  0.12
H -6.004 2.040 -1.129  0.13
H -5.883 -0.226 0.056  0.09
H -3.951 -1.805 1.066  0.10
H -2.098 1.269 -1.232  0.14
H -5.455 6.221 -0.340  0.13
H -4.097 5.414 0.489  0.14
H -5.715 4.894 4.935  0.05
H -4.151 5.321 2.876  0.10
H -4.543 4.920 -5.629  0.10

## Properties
* HOMO level: -3.8823 eV
* electronic energy: -139606.593 eV
* ΔE to the lowest compared entry with this formula, charge and spin: 36.0 kcal per mole
* charge: -1